1.
# C30H63AlClO4

A molecular structure, C30H63AlClO4 (ωB97M-V/def2-TZVPD, the OMol25 dataset).

The geometry in ORCA input format:
```
! wB97M-V def2-TZVPD RIJCOSX def2/J DEFGRID3
* xyz -1 1
C 6.4365 -2.4675 -2.4825
C -6.2634 0.0488 1.1323
C 0.5682 -1.9381 -1.6448
C 6.6097 -0.9798 -2.7962
C 3.9471 0.1013 0.1556
H 5.9433 -2.5565 -1.5118
C 1.4321 -0.9161 -0.9302
H -3.3787 0.8443 1.1323
C -7.8932 -1.9338 4.1173
H 4.5982 2.7189 -2.2457
H 4.4366 6.4597 1.4416
C -2.3917 -1.8003 -0.5396
H -7.6982 -1.0904 3.4528
H 7.4189 -2.9345 -2.3648
H -8.5939 -1.5672 4.8743
C 5.6256 -3.2484 -3.5153
H -0.2557 -0.4508 -2.9710
H 3.6246 -3.3446 -4.3641
H -1.0941 -1.9942 -3.0115
H 4.1633 -1.7080 -4.0115
H -6.9903 -4.4067 5.2696
H 0.2297 -2.6781 -0.9159
H -7.8748 -3.4059 2.5293
C -3.9136 -1.6018 -0.5432
O 2.1587 -1.5504 0.1564
H 2.1531 -0.4749 -1.6246
C -7.6635 -3.2316 6.9355
H 0.8235 -0.1141 -0.5093
H -7.4371 0.6580 -0.6692
H -2.0387 -1.7448 0.4959
H -8.8234 -3.9005 3.9355
C -7.2849 -2.0290 7.7936
H 7.2981 0.4123 -4.2750
H 5.6002 -4.2977 -3.2102
C -6.6911 -3.4898 5.7852
H 1.1795 -2.4696 -2.3796
H 9.1416 -0.9544 -5.2109
H -6.3683 -0.9942 1.4691
H -5.6972 -3.6889 6.2004
C 3.5082 4.6355 -0.5160
H -4.3947 -2.3799 0.0659
H 2.7344 4.0738 -1.0481
H 6.6612 -1.0656 -4.9541
H -9.4566 -2.6882 2.8215
H -8.6743 -3.0933 6.5416
C -6.5773 -2.3479 4.7728
H 4.5855 0.2599 -0.7158
C 5.3389 3.2644 -1.6557
H -7.9838 -1.8987 8.6217
Cl -2.7480 2.3330 -3.2203
C -4.7690 1.4815 -1.4918
H -5.8733 -2.6473 3.9899
H 4.4433 2.8726 0.2537
C 7.2737 -0.6724 -4.1376
C 4.1939 -2.7401 -3.6563
Al -4.4897 0.2071 0.1410
C 4.5229 7.2991 0.7499
O -3.3837 3.3627 -0.9033
C 3.4967 -1.3430 0.1700
H -4.2843 -1.7466 -1.5699
H 5.8077 6.3079 -0.6646
H 3.6809 -2.7804 -2.6924
H 4.0368 5.7120 -2.3099
H -7.7039 -4.1244 7.5665
H -4.8281 0.8761 -2.3938
H -6.2846 -2.1525 8.2156
H 5.6982 4.0973 -2.2624
H -6.1295 -1.4738 5.2535
H 2.8293 6.4999 -1.3262
O 4.2664 -2.2583 0.2272
H 5.6339 -0.4851 -2.7661
H 5.4989 4.2634 0.2470
O -8.6537 0.2303 0.8341
H 4.9804 7.7044 -1.3098
H 3.1097 0.7948 0.1128
H 7.2011 -0.5241 -1.9945
C 8.6906 -1.2238 -4.2544
H 4.5324 0.2942 1.0548
H 6.1245 -3.2273 -4.4895
C -7.5332 0.3340 0.3909
H -1.2599 0.0481 -0.7455
C -0.6218 -1.2702 -2.3398
H -2.1110 -2.7938 -0.9216
C -1.6867 -0.7279 -1.3876
C 4.8470 6.8314 -0.6650
H 3.0882 4.8610 0.4676
H 3.5770 7.8447 0.7712
C 4.7356 3.7427 -0.3388
H -6.2675 0.6563 2.0462
H 8.7052 -2.3122 -4.1794
C -8.5501 -3.0473 3.3099
C -3.7205 2.4856 -1.6162
C 3.7671 5.9385 -1.2748
H -7.2881 -1.1058 7.2127
H -5.7076 2.0342 -1.3764
H 5.3001 7.9616 1.1342
H 6.1852 2.5968 -1.4827
H 9.3281 -0.8275 -3.4604
H -2.4386 -0.2283 -2.0014
*
```


2.
# C27H43CoN5O7S

A molecular structure, C27H43CoN5O7S (ωB97M-V/def2-TZVPD, the OMol25 dataset).

Results
Expectation value of S²: 3.76

The geometry in ORCA input format:
```
! wB97M-V def2-TZVPD RIJCOSX def2/J DEFGRID3
* xyz 0 4
O -1.3153 5.0871 -2.8439
H -1.3598 -0.4361 0.6556
C -1.2409 -2.6622 -2.4946
C -1.1687 7.0605 2.0371
N -0.1362 3.6798 -1.0891
C 2.7802 0.7648 0.5648
O 3.7759 0.8818 -1.6042
H 2.8499 -3.6218 -0.0833
H -1.4847 8.9350 1.0443
H -1.0500 0.7207 3.9018
H -1.3501 -2.9872 3.3491
O 1.5440 0.8550 -1.4933
C -0.5735 5.2380 0.6395
H 1.4522 -4.6976 -3.4403
N -1.8086 -1.6295 -1.5994
H 3.8303 0.7877 0.8712
C 2.6411 -2.3702 -2.6261
H -3.1690 -3.0671 -0.7984
N 1.0562 -2.6541 -0.7156
O -3.7649 1.2312 -1.2807
H 2.1951 -4.9251 -1.8553
O -1.7380 0.9219 -0.3879
H 0.4347 -4.9639 -2.0133
H 0.3273 -2.5232 -3.9981
H -3.1507 -3.2325 -3.3868
O -0.0813 2.8789 1.0050
H 3.6087 -1.8865 1.4097
C 1.3453 -4.4744 -2.3748
C -0.6310 6.0680 -0.4658
C 1.8565 1.0014 3.1353
H -2.6276 -2.5525 1.5318
H 0.2525 -3.2197 -0.4842
H -2.1680 -2.1629 -4.4035
C -2.7043 0.6526 -1.2480
C 2.8710 -1.6233 0.6374
H -1.3294 -1.6999 4.5487
N -0.9804 -1.2823 1.1269
H 1.5533 0.9290 4.1820
C -2.6388 -2.1420 -0.5342
H -1.7229 -3.8624 -4.2199
H -0.9961 8.0467 -1.2244
C 0.1859 -2.2905 -2.9385
C 2.1043 -2.8979 0.2650
C -1.8803 -2.4195 0.7599
C -0.2442 3.8542 0.2325
H -1.3880 7.4660 3.0163
H -1.2959 -3.3374 0.7173
H -2.3089 0.4828 2.6807
H 2.8429 1.4662 3.1128
H 2.6697 -1.2863 -2.5177
H -1.2040 -3.5779 -1.8931
H 1.6519 -3.3466 1.1489
H -3.4098 -1.4022 -0.3028
H -2.6483 -1.7668 3.3982
Co 0.0114 1.6489 -0.8202
O 1.0757 5.4873 -2.3809
H 0.9265 -2.3180 2.7519
C -1.5752 -1.9308 3.5132
H -0.7557 1.1543 2.2057
H 3.4407 -1.3357 -0.2462
H 1.1656 1.6612 2.6164
C 2.7428 0.8406 -0.9682
H -0.0728 -1.3903 0.6336
H 0.3094 -1.2136 -2.8114
C -1.2224 7.8911 0.9202
H -0.7991 5.0531 2.7626
C -2.4169 -0.4776 -2.2510
C -0.8407 5.7163 1.9073
N 2.0898 -0.4391 1.0716
C 0.7268 -1.2746 3.0092
C -0.7442 -0.9966 2.6260
C -1.2312 0.4313 2.8666
C -2.1291 -2.9939 -3.6965
H 2.7608 -2.6042 -3.6861
H -1.7306 -0.0920 -3.0121
H 0.7628 -1.2354 4.0995
C 1.9092 -0.4073 2.5371
H 2.7843 -0.8842 3.0062
S -0.2259 5.1110 -1.9179
H -3.3672 -0.7135 -2.7364
C -0.9533 7.4032 -0.3540
H 3.4943 -2.8047 -2.0967
C 1.3185 -2.9555 -2.1433
H 2.2860 1.6611 0.9387
*
```


3.
# C31H36GeN2OReSTe

A molecular structure, C31H36GeN2OReSTe (ωB97M-V/def2-TZVPD, the OMol25 dataset).

Results
Expectation value of S²: 0.80

The geometry in ORCA input format:
```
! wB97M-V def2-TZVPD RIJCOSX def2/J DEFGRID3
* xyz 0 2
N 1.0354 -4.1221 -0.5696
H 2.3321 0.3420 -1.0213
C -0.2783 0.1600 -0.6582
Te 0.5774 -1.4830 3.6113
C 1.2800 -5.0236 -2.8450
H -5.8712 1.1295 3.2808
C 4.0089 -5.2793 -2.3978
H 2.7824 -0.1848 4.3996
H -1.4350 0.1822 4.3196
H -2.0457 -1.4713 4.1251
C 1.8105 4.5183 0.1419
C 0.3681 4.8165 2.0356
C 3.1921 -4.7718 -1.4037
H 3.7638 0.2855 0.0039
C -4.1629 0.1807 2.3942
Ge -1.3473 1.7558 -0.3822
H -1.1691 4.3318 -2.0674
H 1.5713 -0.0648 5.6948
H 2.1865 5.9148 1.7300
H -4.3290 -0.7654 2.8958
C 1.7347 0.0042 4.6221
C -2.0980 2.3963 -2.0861
C -0.4881 3.8443 1.5326
C -2.3643 4.0605 -3.8227
C 4.2732 -1.8740 1.4364
H 0.0559 -2.9565 -2.6171
H 2.7084 4.7769 -0.4058
H 4.7530 -1.7684 0.4623
H 0.2120 -4.9953 -3.0070
H -3.5956 3.5259 0.5687
C -2.8568 1.5273 0.8600
C 2.9617 -0.3163 -0.4332
H 1.6799 -5.8313 -4.7803
H -2.1353 5.0435 -4.2149
H 1.4563 0.9865 4.2512
C -0.0578 -3.3580 -0.6362
C -3.2028 3.2103 -4.5275
O 2.8589 -1.9578 1.3591
C 3.4748 -5.6430 -3.6264
C -1.2454 -0.8647 4.5433
N -0.5670 -3.0001 -1.8224
H 1.4377 -4.1641 0.3598
C -5.0294 1.2410 2.6089
H -4.1556 1.2867 -4.5572
C 1.8256 -4.6227 -1.6283
S -0.9130 -2.9443 0.8044
H -0.0363 0.0436 -1.7222
C 2.1121 -5.5213 -3.8383
H 3.6003 -4.4861 -0.4468
H 4.6158 -2.7978 1.9029
H 5.0694 -5.3875 -2.2122
H -1.2441 -2.2507 -1.7596
C -0.2104 3.1942 0.3336
H 3.4276 -1.0539 -1.0994
H -5.4948 3.2758 2.1060
C 1.5182 5.1573 1.3402
Re 0.2754 -0.7186 0.9374
C 0.9539 3.5452 -0.3497
H -3.6307 3.5261 -5.4706
C -1.8182 3.6544 -2.6110
H 0.1356 5.3075 2.9726
H 1.2039 3.0417 -1.2782
H 4.1154 -6.0286 -4.4071
C -3.7435 2.5818 1.0834
H 4.5780 -1.0338 2.0683
C -3.4951 1.9525 -4.0155
H -1.1895 -1.0274 5.6168
C -2.9437 1.5538 -2.8072
H -1.3796 3.5850 2.0927
C 2.1240 -0.9864 0.6356
C -4.8183 2.4453 1.9481
C -3.0897 0.3271 1.5226
H -2.4437 -0.5287 1.3387
H -3.1850 0.5714 -2.4120
*
```


4.
# C18H14FN3O3S3

2 unconnected molecules or ions with the total composition C18H14FN3O3S3 (ωB97M-V/def2-TZVPD, the OMol25 dataset).

The geometry in ORCA input format:
```
! wB97M-V def2-TZVPD RIJCOSX def2/J DEFGRID3
* xyz 0 1
O 5.2266 -0.1665 1.7529
F -4.7179 -0.3380 -1.6083
C -1.3700 0.8948 2.0939
H -2.9129 -3.0773 1.4660
H 3.7070 1.2936 -2.2638
H -2.7157 -1.4031 -0.3642
C 5.1902 1.0411 1.0336
H -7.1809 -2.9571 1.0926
C 1.6836 2.3229 -0.5063
H 5.0477 2.2378 -1.5458
H -6.9661 -1.2576 -0.7109
H 1.7643 1.5531 0.3071
C -5.0600 -3.1207 1.3908
C -4.8305 -1.2508 -0.6245
C 3.1161 2.8954 -0.7789
C 3.2719 -1.3232 -2.1163
C 4.3001 0.7020 -0.1839
N -2.2876 1.6074 1.3396
C -6.0876 -1.6696 -0.2299
C -3.6863 -1.7487 -0.0303
C 4.3830 -1.1427 1.2281
C -1.9938 1.4750 0.0380
C -6.2015 -2.6150 0.7809
H -2.4893 1.9117 -0.8446
H -5.1491 -3.8554 2.1826
H 0.4371 -0.4118 1.4463
S -0.4746 -1.2063 -1.9186
C -0.4302 0.2314 1.2208
H -1.3262 0.8107 3.1940
H 3.5890 3.3118 0.1431
C 3.7949 -0.5525 -0.0945
H 3.1526 3.7003 -1.5532
O 5.6974 2.0534 1.3479
S 0.9451 1.4800 -1.9804
N -0.8641 0.6560 -0.0315
C -3.8025 -2.6857 0.9876
N 2.9023 -1.2995 -0.9370
C 4.0695 1.7332 -1.3099
S 3.2728 -1.0408 -3.6915
C -0.2015 0.2669 -1.2578
H 1.0401 3.1545 -0.1339
O 4.1572 -2.2104 1.6701
*
```


| no. | maximum force (eV/A) | E_tot (eV) |
| --- | --- | --- |
| 1 | 0.51 | -59444.4682 |
| 2 | 0.56 | -98943.5660 |
| 3 | 1.37 | -114529.0947 |
| 4 | 3.62 | -64726.6526 |